This record from the OMol25 dataset describes C40H61BrLuN4O5S2Si4 as an isolated structure. The level of theory is wB97M-V/def2-TZVPD.

The geometry in XYZ format:
```
118
Properties=species:S:1:pos:R:3:forces:R:3:mulliken_charge:R:1
Lu -0.764 -0.384 0.666 0.703 0.457 0.584 0.775
O 0.943 1.079 4.695 0.125 0.088 0.106 -0.764
C 2.099 1.479 4.115 0.001 -0.072 0.027 0.646
C 2.774 2.562 4.666 0.033 0.077 0.024 -0.615
C 3.974 2.990 4.116 -0.027 -0.048 -0.028 -0.401
C 4.511 2.337 3.015 -0.055 -0.017 0.019 -1.075
C 3.830 1.253 2.471 -0.044 0.097 -0.022 0.079
C 2.620 0.818 2.992 -0.006 -0.041 0.062 0.038
C 1.855 -0.393 2.449 -0.067 0.086 -0.152 -0.392
O 0.499 -0.161 2.452 -0.199 -0.009 -0.439 -0.678
N 2.340 -0.824 1.142 0.036 -0.038 0.148 -0.375
N 1.884 -0.292 -0.003 0.035 0.009 0.227 1.289
C 2.610 -0.488 -1.042 -0.100 0.122 -0.188 -1.438
C 2.328 -0.004 -2.397 -0.088 0.009 -0.008 -0.186
Br -1.072 -1.207 -1.831 -0.142 0.058 -0.523 -0.720
C 2.919 -0.590 -3.454 0.050 -0.079 -0.058 -0.825
C 3.766 -1.798 -3.480 -0.020 0.003 0.054 -0.271
C 4.872 -1.837 -4.336 0.010 0.013 0.016 -0.499
C 5.706 -2.943 -4.383 -0.024 0.033 0.011 -0.601
C 5.450 -4.044 -3.574 -0.038 0.019 -0.014 -0.604
C 4.339 -4.036 -2.743 -0.003 0.046 0.017 -0.272
C 3.498 -2.931 -2.705 -0.041 0.071 -0.039 -0.300
H 0.485 0.506 4.037 -0.052 -0.043 -0.171 0.137
H 2.337 3.057 5.526 0.022 -0.020 -0.047 0.441
H 4.489 3.838 4.550 -0.002 0.004 0.007 0.374
H 5.447 2.666 2.578 -0.028 -0.005 0.019 0.418
H 4.244 0.758 1.600 -0.027 -0.027 0.001 0.414
H 2.118 -1.246 3.092 -0.060 -0.101 0.141 0.352
H 3.241 -1.280 1.121 0.051 -0.055 -0.092 0.378
H 3.532 -1.056 -0.918 0.112 -0.026 -0.037 0.719
H 2.774 -0.113 -4.421 0.004 -0.105 0.045 0.733
H 5.079 -0.975 -4.963 0.003 -0.038 0.016 0.406
H 6.560 -2.947 -5.050 -0.021 0.007 0.019 0.367
H 6.102 -4.909 -3.606 -0.003 0.013 0.002 0.402
H 4.120 -4.897 -2.121 0.012 0.069 -0.076 0.278
H 2.600 -2.947 -2.099 0.050 -0.011 -0.003 0.749
C 1.337 2.743 0.585 -0.061 -0.118 0.170 -1.127
O 0.088 2.063 0.524 0.055 -0.045 -0.253 1.483
Si -1.321 2.783 1.151 0.081 -0.079 -0.208 -1.130
C -0.865 3.427 2.851 0.063 -0.108 0.225 -1.034
C -1.598 4.388 0.204 -0.127 0.105 -0.072 -1.268
C -2.515 1.404 0.952 -0.234 -0.177 -0.032 1.381
Si -3.496 1.328 2.526 0.128 0.163 0.127 0.317
C -5.016 0.252 2.717 -0.148 -0.174 -0.224 -1.331
C -2.416 0.693 3.937 0.081 0.104 0.136 -0.977
C -4.232 3.022 2.991 -0.019 0.142 -0.016 -1.240
Si -3.428 1.697 -0.658 0.070 0.328 0.091 0.375
C -4.488 0.364 -1.433 -0.105 -0.209 -0.031 -0.965
C -2.248 2.179 -2.065 0.139 0.066 -0.065 -1.035
C -4.671 3.118 -0.471 -0.107 0.074 0.115 -1.196
H 1.658 2.878 1.620 -0.033 -0.001 -0.019 0.092
H 1.271 3.721 0.108 -0.053 0.081 -0.096 0.630
H 2.087 2.146 0.070 0.006 0.019 0.027 -0.252
H -0.342 4.381 2.733 0.010 -0.036 -0.004 0.363
H -0.213 2.745 3.401 -0.024 0.050 -0.048 0.177
H -1.746 3.606 3.469 0.100 0.056 -0.026 0.448
H -0.660 4.950 0.135 -0.017 -0.025 0.043 0.410
H -2.302 5.012 0.768 0.087 -0.028 -0.039 0.272
H -1.993 4.262 -0.802 0.053 0.087 0.086 0.380
H -4.761 -0.806 2.803 -0.057 0.046 0.007 0.295
H -5.760 0.378 1.925 0.041 -0.041 0.074 0.310
H -5.478 0.556 3.664 0.038 -0.003 -0.048 0.406
H -1.832 -0.175 3.613 -0.020 -0.024 0.038 0.056
H -3.043 0.361 4.771 0.011 0.046 -0.035 0.539
H -1.710 1.434 4.322 -0.070 -0.134 -0.028 0.385
H -5.266 3.069 2.631 0.076 0.013 0.038 0.328
H -3.700 3.868 2.548 -0.079 -0.028 0.072 0.322
H -4.251 3.163 4.078 -0.010 -0.013 -0.071 0.441
H -3.990 -0.605 -1.481 -0.038 0.068 -0.033 0.068
H -4.686 0.693 -2.462 0.008 0.004 0.097 0.425
H -5.446 0.254 -0.920 0.037 -0.024 -0.042 0.324
H -2.251 1.402 -2.831 0.007 0.016 0.041 0.477
H -1.214 2.299 -1.730 -0.044 -0.007 -0.086 -0.094
H -2.561 3.124 -2.525 0.002 -0.100 0.010 0.532
H -5.540 2.778 0.109 0.088 0.059 -0.070 0.213
H -5.032 3.452 -1.451 0.011 -0.047 0.076 0.412
H -4.247 3.980 0.051 -0.092 -0.058 -0.080 0.294
O -1.318 -6.049 2.268 -0.006 -0.089 -0.075 -0.731
C -0.247 -5.990 1.453 -0.085 -0.012 0.017 0.590
C 0.470 -7.163 1.230 0.091 -0.060 -0.042 -0.674
C 1.557 -7.167 0.373 0.006 0.006 0.022 -0.515
C 1.956 -5.999 -0.270 -0.029 0.006 -0.016 -0.416
C 1.262 -4.826 -0.020 0.041 0.016 0.081 -0.171
C 0.166 -4.799 0.837 0.258 0.154 0.149 -0.144
C -0.542 -3.495 1.027 0.048 -0.163 -0.157 0.445
O 0.085 -2.421 0.802 -0.326 -0.048 0.057 0.137
N -1.803 -3.628 1.343 -0.153 -0.143 -0.004 -0.860
N -2.638 -2.502 1.189 -0.137 -0.456 -0.010 -0.075
C -3.772 -2.978 0.798 0.297 0.031 -0.076 -0.150
S -5.261 -2.096 0.605 -0.004 0.229 0.075 -0.086
C -5.875 -3.189 -0.692 0.026 0.094 0.044 -0.660
C -5.637 -4.596 -0.194 0.060 -0.082 0.017 -0.578
S -3.911 -4.701 0.363 0.049 0.141 0.032 -0.045
H -1.826 -5.215 2.109 0.038 0.087 0.099 0.523
H 0.140 -8.067 1.728 0.014 0.044 -0.022 0.420
H 2.092 -8.094 0.196 -0.017 0.035 0.005 0.366
H 2.790 -6.010 -0.962 -0.079 -0.021 0.097 0.259
H 1.545 -3.888 -0.485 -0.006 -0.054 0.037 0.294
H -5.327 -2.986 -1.613 -0.038 -0.030 -0.027 0.261
H -6.931 -2.955 -0.834 0.023 -0.048 -0.009 0.478
H -5.767 -5.337 -0.985 0.005 0.009 0.013 0.384
H -6.303 -4.832 0.636 -0.050 0.002 -0.024 0.296
C 1.450 4.264 -3.163 -0.126 0.027 0.006 -1.066
Si 2.416 2.675 -3.363 0.027 0.011 -0.057 0.455
C 2.627 2.456 -5.217 0.054 -0.072 -0.134 -1.320
C 4.111 2.824 -2.589 0.095 0.049 0.144 -1.057
C 1.474 1.225 -2.621 -0.001 -0.274 0.078 0.842
H 1.942 5.069 -3.719 -0.051 -0.030 0.049 0.399
H 1.354 4.578 -2.123 -0.005 -0.006 0.047 0.270
H 0.438 4.142 -3.564 0.063 0.034 0.026 0.296
H 2.911 3.414 -5.662 0.002 -0.054 -0.015 0.329
H 1.690 2.135 -5.683 0.057 0.037 0.020 0.377
H 3.399 1.726 -5.477 -0.057 0.068 0.016 0.314
H 4.642 3.700 -2.975 -0.017 -0.060 0.028 0.424
H 4.710 1.935 -2.810 -0.019 0.045 0.017 0.303
H 4.047 2.921 -1.500 0.011 0.006 -0.075 0.270
H 0.975 1.537 -1.705 0.008 -0.066 0.059 -1.375
H 0.675 0.956 -3.314 -0.117 0.043 0.013 0.707
```
Positions in Å, forces in eV/Å.

## Properties
**Gap between HOMO and LUMO**: 7.7 eV
**Energy**: -7920.34727 a.u.
**Total charge**: -1
**Highest occupied orbital energy**: -5.5 eV
**ΔE to the lowest compared entry with this formula, charge and spin**: 0.0 kcal/mol